The following is a quantum chemistry calculation of a molecular structure, C28H29AsMoP2S2, from OMol25.

Summary:
LUMO (spin up / spin down) in eV: -7.238 / -7.090
Highest occupied orbital energy (spin up / spin down) in eV: -13.7 / -14.3
Charge: +2
⟨S²⟩: 2.026
Spin multiplicity: 3

```
63
Properties=species:S:1:pos:R:3:forces:R:3
Mo -9.70255 -14.54589 0.88636 0.381 0.574 2.593
S -9.14163 -16.02659 2.52461 -0.298 -0.661 -0.327
P -10.02942 -17.11611 0.82435 1.406 -2.256 1.594
C -10.58303 -15.85055 -0.14028 -1.758 -0.401 -1.007
P -11.85926 -14.72658 -0.48396 -2.116 1.025 -0.515
S -11.68536 -13.24266 1.01684 0.521 -0.303 -1.053
C -13.65261 -15.15471 -0.27198 -0.067 -1.102 -0.165
C -14.58044 -14.13442 -0.06559 -1.113 -1.024 1.520
C -15.83798 -14.47548 0.49916 0.643 -1.148 -0.830
C -16.25619 -15.81954 0.65926 1.892 1.054 -0.705
C -15.32498 -16.81791 0.36999 -0.210 -0.464 -0.270
C -14.06828 -16.50787 -0.12198 1.303 1.468 0.163
C -11.58637 -14.08686 -2.15006 0.197 -0.771 -0.524
C -11.78539 -12.73376 -2.51112 -0.128 -1.106 -1.899
C -12.00812 -12.47089 -3.91123 0.650 0.291 0.850
C -11.76044 -13.42600 -4.91507 -0.407 0.646 1.884
C -11.50175 -14.71513 -4.48514 0.710 -0.815 0.400
C -11.41000 -15.11474 -3.14100 -0.232 1.187 -0.179
C -8.55816 -17.90033 0.08286 -0.215 1.085 -0.999
C -7.53523 -18.40225 0.90131 0.251 -0.181 -1.226
C -6.40724 -18.88651 0.24647 0.309 0.142 -1.012
C -6.25755 -18.75696 -1.17398 1.047 -0.307 3.134
C -7.25563 -18.25513 -1.93509 -0.525 -0.001 -1.696
C -8.41724 -17.78077 -1.33679 -1.090 -1.128 1.259
C -11.12533 -18.39071 1.47877 -1.954 -0.887 0.314
C -10.78167 -19.77896 1.42242 -0.135 1.387 0.264
C -11.72207 -20.70961 1.79154 -1.104 -1.740 0.537
C -13.04380 -20.38878 2.27338 2.302 -0.447 -1.403
C -13.38707 -19.07396 2.31839 -0.619 1.400 0.502
C -12.44258 -18.10514 1.94875 0.830 1.646 -0.018
H -14.37124 -13.09182 -0.14225 0.403 0.527 -0.158
H -16.47469 -13.69303 0.83311 -0.542 0.581 -0.105
H -17.24732 -16.07769 0.94742 -0.504 0.003 0.505
H -15.56702 -17.86610 0.55009 -0.060 0.263 -0.224
H -13.26773 -17.22134 -0.29065 -0.566 -0.441 0.001
H -11.62022 -11.92640 -1.79316 -0.912 -0.261 -0.112
H -12.33872 -11.47810 -4.21388 0.445 -0.030 0.160
H -11.71308 -13.13273 -5.95787 -0.371 -0.185 0.109
H -11.29888 -15.45265 -5.22824 0.105 -0.506 -0.420
H -11.12768 -16.17689 -2.92021 -0.602 1.198 0.040
H -7.58270 -18.38551 1.97851 -0.164 -0.176 0.127
H -5.60270 -19.37568 0.79065 -0.132 0.305 0.074
H -5.27756 -18.98250 -1.57224 -0.205 -0.414 -0.279
H -7.07633 -18.38078 -3.02033 -0.654 0.732 0.580
H -9.33680 -17.54834 -1.89629 0.781 0.262 0.031
H -9.77020 -20.06271 1.18837 0.040 -0.275 -0.375
H -11.46214 -21.79691 1.70748 -0.160 1.201 0.193
H -13.74366 -21.16382 2.50592 -0.133 -0.349 0.197
H -14.40256 -18.76548 2.67703 1.165 -0.182 -0.379
H -12.71580 -17.02761 2.06490 0.112 -1.033 -0.157
C -8.67856 -11.61319 -1.07781 0.365 0.360 -1.317
As -8.24144 -13.45639 -0.63384 2.300 1.937 -0.161
C -7.52189 -13.07653 1.25490 -0.438 -0.882 -0.833
C -6.49243 -13.90343 -1.39567 -0.363 0.430 -2.626
H -7.78478 -11.02527 -1.42401 -0.871 -0.717 0.223
H -9.11580 -11.12088 -0.23039 -0.059 0.047 0.704
H -9.48385 -11.62749 -1.83239 0.705 0.034 0.021
H -6.69830 -13.72356 1.53428 0.178 0.066 -0.204
H -8.24977 -13.14924 2.04338 -0.579 0.072 0.751
H -7.29062 -12.04277 1.19749 0.547 0.876 0.013
H -5.71555 -13.54147 -0.75468 0.271 0.297 0.483
H -6.34567 -13.41204 -2.44530 -0.499 -0.875 1.921
H -6.40095 -14.98096 -1.51401 -0.074 -0.024 0.033
```
Forces are in eV/Å.

The computed Löwdin charges, all in e, follow:
1 Mo 0.58
2 S 0.38
3 P 0.63
4 C -0.73
5 P 0.56
6 S 0.37
7 C -0.33
8 C -0.10
9 C -0.02
10 C -0.02
11 C -0.07
12 C -0.10
13 C -0.37
14 C -0.08
15 C -0.03
16 C -0.04
17 C -0.07
18 C -0.06
19 C -0.36
20 C -0.11
21 C -0.02
22 C -0.05
23 C -0.09
24 C -0.07
25 C -0.32
26 C -0.07
27 C -0.04
28 C -0.02
29 C -0.08
30 C -0.10
31 H 0.09
32 H 0.10
33 H 0.11
34 H 0.11
35 H 0.09
36 H 0.09
37 H 0.11
38 H 0.12
39 H 0.11
40 H 0.11
41 H 0.10
42 H 0.12
43 H 0.12
44 H 0.13
45 H 0.10
46 H 0.10
47 H 0.13
48 H 0.12
49 H 0.14
50 H 0.12
51 C -0.27
52 As 1.06
53 C -0.26
54 C -0.24
55 H 0.08
56 H 0.03
57 H 0.01
58 H 0.05
59 H -0.02
60 H 0.04
61 H 0.03
62 H 0.09
63 H 0.02